1.
{"formula": "C15H26Cl2IrO2Si", "method": "the ωB97M-V functional and the def2-TZVPD basis", "homo_energy_ev": [1.8, -0.4], "total_charge": -2, "e_lumo_ev": [5.10, 4.99], "spin_multiplicity": 6, "s2": 8.80, "gap_ha": [0.1195, 0.1981], "largest_force_ev_per_a": 4.93, "species": ["C", "C", "C", "C", "C", "C", "C", "C", "C", "C", "Ir", "Cl", "Cl", "O", "H", "H", "H", "H", "H", "H", "H", "H", "H", "H", "H", "H", "H", "H", "H", "H", "O", "H", "C", "Si", "C", "C", "C", "C", "H", "H", "H", "H", "H", "H", "H", "H", "H"], "xyz": [[0.46622, -1.06573, -1.70226], [1.30256, 0.07129, -2.12345], [0.46660, 1.21900, -2.21766], [2.80286, -0.04426, -2.23555], [-0.85999, 0.85494, -1.98087], [-0.92561, -0.54110, -1.59589], [-2.10711, -1.42448, -1.75337], [0.73926, -2.46897, -2.01549], [0.91008, 2.59846, -2.51714], [-2.09611, 1.67097, -2.11126], [0.30924, -0.53770, 0.29296], [2.26260, 1.03439, 0.59511], [2.20682, -1.55482, 0.98420], [-1.55705, 0.32710, 1.38922], [3.12942, -1.09889, -2.19026], [3.14630, 0.51297, -1.23975], [3.15914, 0.46701, -3.17345], [1.83482, 2.87157, -1.99918], [0.17328, 3.35151, -2.21590], [1.06298, 2.72028, -3.60500], [-1.94690, 2.67467, -1.71292], [-2.88183, 1.19327, -1.52450], [-2.46843, 1.79606, -3.14606], [-3.03096, -0.90333, -1.49236], [-2.01752, -2.30260, -1.10608], [-2.21264, -1.75577, -2.82331], [1.79399, -2.70649, -1.89092], [0.44733, -2.64551, -3.08029], [0.12379, -3.06630, -1.33806], [-1.73828, 1.30942, 1.14590], [-0.80034, -2.14696, 0.93735], [-1.70687, -1.83848, 1.27173], [1.64781, -0.67294, 5.59404], [0.14652, 0.30042, 5.04089], [-1.36416, -0.69380, 5.56443], [0.10325, 1.94850, 5.94645], [0.14767, 0.59260, 3.21598], [-0.00212, 0.42758, 1.91869], [1.58850, -0.80998, 6.68454], [2.57869, -0.14299, 5.35345], [1.66602, -1.66005, 5.11586], [-1.39182, -0.73811, 6.66736], [-2.29091, -0.22589, 5.20573], [-1.31909, -1.71948, 5.17709], [1.00902, 2.53140, 5.73450], [-0.75821, 2.54058, 5.61095], [0.02515, 1.82462, 7.03664]], "forces_ev_per_a": [[-0.777, 1.474, -2.003], [-0.526, -1.022, 0.004], [-0.057, -0.564, -0.224], [-0.180, 1.426, 1.001], [0.017, -0.717, -0.306], [2.161, -0.102, -0.631], [-0.372, -0.294, -0.429], [-0.276, -0.655, -0.784], [0.291, 0.624, -0.378], [0.005, 0.311, 0.116], [-0.984, 1.014, -1.808], [1.385, 3.823, 0.001], [2.360, -4.106, 1.037], [-1.089, 3.284, 0.546], [-0.105, 0.584, -0.121], [-0.051, -1.053, -2.091], [-0.046, -0.432, 0.849], [0.032, -0.219, -0.041], [-0.073, -0.148, -0.031], [0.103, 0.142, 0.219], [-0.066, 0.233, 0.053], [-0.167, 0.141, -0.027], [0.173, -0.158, 0.223], [-0.073, -0.060, 0.066], [-0.018, 0.115, -0.115], [0.079, 0.126, 0.653], [-0.026, -0.191, 0.124], [0.177, -0.320, 0.462], [0.250, -0.356, -0.187], [0.468, -2.335, 0.457], [-2.513, -0.941, 0.836], [2.030, -0.428, -0.560], [0.144, 0.006, 0.191], [-0.086, 0.140, -1.799], [-0.146, 0.002, 0.335], [-0.002, 0.242, 0.277], [-0.251, -0.164, -0.087], [-1.844, 0.694, 4.524], [0.102, -0.031, -0.124], [-0.182, -0.167, 0.011], [0.032, 0.235, 0.022], [-0.107, -0.050, -0.206], [0.198, -0.123, 0.068], [0.007, 0.242, -0.007], [-0.154, -0.117, -0.010], [0.143, -0.108, 0.031], [0.016, 0.002, -0.139]], "lowdin_charge": [-0.539, -0.298, -0.287, -0.125, -0.262, -0.379, -0.088, -0.115, -0.074, -0.072, 1.126, -0.095, -0.150, -0.297, 0.050, -0.017, 0.066, 0.061, 0.059, 0.069, 0.057, 0.056, 0.074, 0.056, 0.055, 0.084, 0.048, 0.082, 0.063, 0.084, -0.517, -0.018, -0.200, 0.394, -0.208, -0.220, -0.092, -0.620, 0.014, 0.028, 0.033, 0.012, 0.021, 0.028, 0.022, 0.019, 0.012]}

2.
{"formula": "C15H26Cl2MoO2Si", "method": "the ωB97M-V functional and the def2-TZVPD basis", "homo_energy_ev": [1.7, 1.3], "total_charge": -2, "e_lumo_ev": [5.26, 5.23], "spin_multiplicity": 3, "s2": 2.04, "gap_ha": [0.1300, 0.1450], "largest_force_ev_per_a": 3.91, "species": ["C", "C", "C", "C", "C", "C", "C", "C", "C", "C", "Mo", "Cl", "Cl", "O", "H", "H", "H", "H", "H", "H", "H", "H", "H", "H", "H", "H", "H", "H", "H", "H", "O", "H", "C", "Si", "C", "C", "C", "C", "H", "H", "H", "H", "H", "H", "H", "H", "H"], "xyz": [[0.41756, -1.15517, -1.67386], [1.25614, -0.03877, -2.01002], [0.42857, 1.17340, -2.05020], [2.70658, -0.12420, -2.37553], [-0.90785, 0.77450, -1.75845], [-0.90519, -0.64868, -1.51211], [-2.12112, -1.49606, -1.50342], [0.86550, -2.56850, -1.66502], [0.85763, 2.59497, -2.30633], [-2.12874, 1.60667, -1.94608], [0.61469, 0.42939, 0.08704], [2.44342, 1.94817, 0.31144], [2.23832, -1.09936, 0.93421], [-0.57641, 1.90406, 0.74521], [3.11032, -1.10935, -2.07108], [3.27410, 0.65255, -1.81811], [2.90576, 0.06463, -3.45816], [1.84678, 2.76692, -1.87432], [0.11993, 3.28112, -1.86085], [0.89928, 2.81772, -3.38853], [-1.96545, 2.58196, -1.47703], [-2.99102, 1.11666, -1.48172], [-2.34525, 1.73136, -3.02743], [-2.94654, -1.03791, -0.93835], [-1.93939, -2.50045, -1.08606], [-2.47960, -1.64503, -2.53701], [1.81724, -2.67863, -1.14306], [0.96401, -2.92542, -2.69469], [0.11899, -3.16238, -1.14800], [-0.80039, 1.74719, 1.68181], [-1.50425, -1.84272, 1.81004], [-1.72960, -2.20777, 0.93017], [-1.55686, 0.87335, 5.51833], [-0.10739, -0.05286, 4.68959], [1.48857, 0.86356, 5.15943], [-0.04308, -1.76636, 5.46795], [-0.31662, -0.07526, 2.84673], [-0.73414, -0.73741, 1.80616], [-1.50730, 0.81004, 6.61571], [-2.53559, 0.45039, 5.24701], [-1.57743, 1.94924, 5.27831], [1.58555, 0.82521, 6.27290], [2.35826, 0.35178, 4.71875], [1.47426, 1.92126, 4.83139], [-0.87718, -2.39984, 5.12265], [0.90032, -2.25794, 5.19469], [-0.09539, -1.70630, 6.57884]], "forces_ev_per_a": [[0.212, 1.545, -0.511], [-0.369, 0.526, -0.535], [0.237, -0.461, 0.081], [0.676, 0.353, 0.127], [0.783, -1.518, -0.547], [0.515, 0.737, -0.433], [-0.718, -0.328, 0.305], [-0.168, -0.012, 0.007], [-0.228, -0.200, -0.698], [0.045, 0.065, 0.252], [-3.387, -1.165, 1.560], [1.044, 0.867, 0.474], [0.887, -0.953, 0.245], [-0.274, 0.549, -0.035], [-0.108, 0.532, -0.266], [-0.264, -0.493, -0.228], [-0.279, -0.320, 0.506], [-0.259, 0.128, -0.017], [0.422, -0.181, 0.027], [-0.017, -0.056, 0.128], [-0.249, -0.083, -0.043], [0.069, 0.256, 0.003], [0.117, 0.025, 0.437], [0.235, -0.159, -0.077], [-0.030, 0.326, -0.121], [0.035, -0.008, 0.181], [-0.086, 0.013, 0.030], [0.019, -0.173, -0.031], [0.018, -0.347, 0.092], [0.310, -0.223, -0.419], [-1.458, -2.230, -0.496], [0.606, 0.794, 0.501], [-0.212, 0.203, 0.450], [-0.518, 0.429, -2.511], [-0.086, -0.083, 0.751], [-0.018, -0.366, 0.764], [-0.104, -0.144, 1.143], [2.039, 2.424, -0.014], [0.125, -0.008, 0.007], [0.303, 0.042, -0.160], [0.070, -0.337, -0.124], [0.114, 0.157, -0.561], [-0.260, 0.237, 0.033], [0.005, -0.584, 0.082], [0.301, 0.299, 0.031], [-0.183, 0.022, 0.021], [0.089, -0.097, -0.408]], "lowdin_charge": [-0.356, -0.394, -0.354, -0.102, -0.312, -0.299, -0.074, -0.091, -0.108, -0.053, 1.025, -0.111, -0.103, -0.509, 0.059, 0.027, 0.071, -0.009, 0.071, 0.063, 0.065, 0.066, 0.081, 0.077, 0.060, 0.081, 0.020, 0.075, 0.061, -0.069, -0.089, 0.043, -0.227, 0.382, -0.219, -0.226, -0.237, -0.496, -0.003, 0.011, 0.012, 0.009, 0.020, 0.024, 0.017, 0.016, 0.006]}

Calculated E_tot, -55826.234; -54850.115 eV (same order as the records).